(1)
DFT (ωB97M-V/def2-TZVPD) results for an isolated ion of composition C18H13Br2Cl2N2 and charge +1.

Positions of all 37 atoms, in Å:
N  0.2472  -4.1476  -3.2382
C  0.3087  -3.1283  -2.3586
C  -0.2691  -1.8134  -2.6020
Br  -1.2339  -1.6387  -4.2445
C  -0.3121  -0.8305  -1.6342
N  0.1217  -1.0471  -0.3339
C  -0.0634  -0.1204  0.7801
C  -1.3904  0.7509  0.7319
C  -2.6175  0.0940  1.0013
C  -3.8270  0.7786  1.2267
C  -3.8388  2.1941  1.1219
Cl  -5.2197  3.0622  1.6223
C  -2.6975  2.8662  0.6733
C  -1.5157  2.1301  0.4232
C  1.1785  0.8038  0.9055
C  2.3959  0.1784  0.5802
C  3.6459  0.7950  0.7200
C  3.6962  2.1308  1.1689
Cl  5.1937  2.8937  1.4503
C  2.5119  2.8085  1.4588
C  1.2776  2.1743  1.2850
C  0.7210  -2.2736  -0.0980
C  0.8083  -3.2938  -1.0319
Br  1.3554  -5.0505  -0.5241
H  0.5572  -5.0734  -2.9475
H  -0.2475  -4.0260  -4.1165
H  -0.8041  0.0907  -1.8462
H  -0.1257  -0.7265  1.7409
H  -2.6283  -1.0001  1.0753
H  -4.7565  0.2546  1.4503
H  -2.7231  3.9534  0.5003
H  -0.7073  2.6735  0.0008
H  2.4088  -0.8540  0.2783
H  4.5551  0.2576  0.4724
H  2.5334  3.8272  1.8926
H  0.3995  2.7712  1.5030
H  1.0616  -2.4649  0.9124

Output
Charge   +1
SMILES   Nc1c(Br)c[n+](C(c2ccc(Cl)cc2)c2ccc(Cl)cc2)cc1Br
2S+1   1
HOMO energy   -11.81 eV
Total energy   -186980.4593 eV
Maximum force   0.0656 Eh/bohr

---

(2)
DFT (ωB97M-V/def2-TZVPD) results for C18H13CoN7O6S as an isolated structure.

Positions of all 46 atoms, in Å:
Co  0.6454  -0.1482  0.3365
N  0.0189  -2.3667  4.0160
C  -1.2721  -2.1036  4.3851
C  -1.9772  -2.0407  3.2185
N  -1.1458  -2.2253  2.1475
C  0.0498  -2.4105  2.6592
C  1.2485  -2.6179  1.8705
N  1.4484  -2.1153  0.6570
C  2.6663  -2.6045  0.2554
C  3.2089  -3.3769  1.2289
N  2.2883  -3.3947  2.2365
H  0.8214  -2.2974  4.6177
H  -1.5717  -2.0047  5.4136
H  -3.0365  -1.8920  3.0843
H  3.1065  -2.3445  -0.6898
H  4.1415  -3.9080  1.2851
H  2.4203  -3.8123  3.1392
O  -3.5534  4.5032  -2.6263
N  -2.7581  3.9466  -3.3578
O  -2.6174  4.2538  -4.5268
C  -1.9442  2.8661  -2.8340
C  -1.1266  2.2474  -3.7424
C  -0.2895  1.1742  -3.3860
C  0.5638  0.4933  -4.2824
C  1.3185  -0.5432  -3.8109
C  1.2553  -0.8999  -2.4571
N  0.5007  -0.2590  -1.5860
C  -0.2716  0.7519  -2.0492
C  -1.1028  1.4030  -1.0882
N  -0.9863  0.9127  0.1653
C  -1.7213  1.4431  1.1249
C  -2.6098  2.4821  0.8695
C  -2.7400  2.9985  -0.3982
C  -1.9682  2.4567  -1.4494
H  -1.1381  2.6130  -4.7586
H  0.6009  0.7988  -5.3203
H  1.9734  -1.0970  -4.4684
H  1.8302  -1.7326  -2.0840
H  -1.5800  1.0328  2.1139
H  -3.1984  2.8847  1.6818
H  -3.4154  3.8103  -0.5922
O  2.8570  1.9659  2.2800
S  2.4651  0.6566  1.8561
O  2.4369  0.5145  0.3267
O  0.9529  0.4190  2.0829
O  3.2055  -0.4335  2.4557

Output
ΔE to the lowest compared entry with this formula, charge and spin   41.1 kJ/mol
2S+1   2
HOMO energy (alpha / beta)   -8.20 / -8.02 eV
Total energy   -90054.0458 eV
Maximum force   0.0282 Eh/bohr

---

(3)
DFT (ωB97M-V/def2-TZVPD) results for C18H13IN3O3RhS2 as an isolated structure.

Positions of all 41 atoms, in Å:
Rh  0.1798  0.5450  -1.7591
C  -0.7189  -5.5466  1.3528
O  -1.8273  -4.7276  1.7051
C  -1.8910  -3.4932  1.1695
C  -3.0308  -2.7416  1.5353
C  -3.1749  -1.4929  1.0247
C  -2.2275  -0.8893  0.1464
C  -2.4972  0.4188  -0.3838
C  -3.7766  1.1685  -0.1070
O  -1.7312  1.0607  -1.1390
C  -1.0652  -1.6557  -0.1874
O  -0.0906  -1.2729  -0.9558
C  -0.9386  -2.9649  0.3335
H  -0.8653  -6.4903  1.8680
H  0.2182  -5.0918  1.6781
H  -0.6899  -5.7157  0.2751
H  -3.7623  -3.1784  2.1996
H  -4.0545  -0.9401  1.3141
H  -4.5468  0.6190  0.4176
H  -4.1692  1.5109  -1.0638
H  -3.5176  2.0581  0.4697
H  -0.0581  -3.5127  0.0365
S  2.2873  0.1176  -2.5973
C  2.2565  1.7289  -3.2020
S  0.6579  2.4192  -2.9056
C  3.4531  2.5330  -3.4421
C  4.0165  2.6804  -4.7314
N  4.4519  2.7976  -5.7953
C  4.0721  3.1788  -2.3401
N  4.5265  3.6449  -1.3849
I  0.4418  4.9778  2.4380
C  1.1740  3.1537  1.7757
C  2.1773  2.4882  2.4612
C  2.6259  1.2767  1.9667
C  2.0599  0.7743  0.8070
N  1.1003  1.4226  0.1521
C  0.6589  2.5889  0.6204
H  2.6011  2.9093  3.3633
H  3.4107  0.7275  2.4678
H  2.3790  -0.1646  0.3731
H  -0.1154  3.0778  0.0430

Output
ΔE to the lowest compared entry with this formula, charge and spin   43.3 kJ/mol
2S+1   5
HOMO energy (alpha / beta)   -6.84 / -8.43 eV
Total energy   -62265.4507 eV
Maximum force   0.0087 Eh/bohr